[1]
Here is C24H24N7O3PdS2 as an isolated structure at a distorted geometry from the Open Molecules 2025 dataset. Energies are from ωB97M-V/def2-TZVPD.

Values from the calculation:
charge	-1
E_HOMO (alpha / beta)	-1.95 / -1.94	eV
strongest force on any atom	0.0384	Eh/bohr
energy above the lowest of the compared OMol25 structures with the same formula, charge and spin	37.7	kcal/mol
molecular weight	629.06	g/mol

Cartesian coordinates (Å):
H -5.682 1.825 1.201
H 1.842 -0.144 1.084
H 6.393 -0.607 -2.944
N -5.082 -0.142 5.280
H 3.988 3.916 1.001
H -1.750 0.719 2.285
H 1.579 4.562 1.238
C 1.067 -0.654 3.048
H -6.554 0.929 3.372
O -4.155 2.385 -0.710
C -3.680 1.299 1.637
C 5.984 -2.463 -3.938
N -1.972 1.105 -0.531
C 4.293 -1.006 -3.012
H 5.276 -4.263 -4.862
C 0.876 -0.208 1.599
C -2.412 -0.089 -0.919
H -3.316 -3.549 -2.064
C 0.905 2.955 0.008
C -2.799 0.734 2.537
C -3.853 -1.836 -0.871
N 1.197 1.954 -0.828
Pd -0.063 0.529 -1.319
C -5.028 1.372 1.929
H 4.575 1.955 -0.383
S -3.046 2.103 0.166
C 3.552 2.298 -0.309
O -2.321 3.250 0.664
H -1.175 -2.455 -2.823
C -1.869 -1.959 -2.157
C -5.502 0.872 3.127
N -1.549 -0.735 -1.761
C 3.663 -3.054 -4.131
H -0.153 3.179 0.137
N 3.951 0.149 -2.366
C -4.625 0.287 4.043
H 2.893 -3.720 -4.492
H 1.724 -1.517 3.112
C -3.266 0.220 3.732
H 7.027 -2.664 -4.147
S 1.624 -1.320 -3.448
N -3.550 -0.605 -0.461
C 5.632 -1.309 -3.264
H 4.704 0.762 -2.102
O 0.117 -1.149 0.854
C 2.536 1.577 -1.009
H -4.765 -2.249 -0.457
H -2.583 -0.230 4.441
H 0.111 -0.926 3.494
H 1.498 0.159 3.624
H -4.501 -0.812 5.760
C 1.860 3.710 0.640
H -0.757 -1.229 1.260
C 2.705 0.455 -1.811
H 0.391 0.783 1.581
N 1.647 -0.383 -1.979
H -6.070 -0.324 5.342
C -3.049 -2.560 -1.734
C 3.225 3.355 0.477
C 3.294 -1.881 -3.493
C 4.999 -3.353 -4.349

Atomic partial charges in e from the Löwdin method, atoms 1 to 5: 0.111, 0.113, 0.102, 0.084, 0.085

[2]
Here is a 2-piece molecular cluster, C4H12NO2 overall at a distorted geometry from the Open Molecules 2025 dataset. Energies are from ωB97M-V/def2-TZVPD.

Values from the calculation:
charge	+1
E_HOMO	-13.84	eV
strongest force on any atom	0.0617	Eh/bohr
energy above the lowest of the compared OMol25 structures with the same formula, charge and spin	56.0	kcal/mol
molecular weight	106.14	g/mol

Cartesian coordinates (Å):
H 0.844 2.040 -0.178
N 0.941 -0.689 1.020
C -0.183 1.849 -0.624
O 0.101 -3.076 -0.209
H -1.612 0.044 -0.307
H 0.316 -3.992 -0.365
H -0.987 -0.312 1.904
H 0.495 1.896 -2.740
O -0.059 0.011 -2.188
H 1.847 -0.112 0.752
H 0.466 0.826 2.094
H -1.962 1.495 0.634
H 1.199 -1.076 1.967
C 0.107 1.196 -2.032
C -0.185 0.228 1.390
H -0.343 -2.550 -0.967
C -1.044 0.857 0.207
H -0.759 2.776 -0.664
H 0.817 -1.410 0.305

Atomic partial charges in e from the Löwdin method, atoms 1 to 5: 0.130, 0.144, -0.140, -0.076, 0.119

[3]
Here is AlH2O as an isolated structure at a distorted geometry from the Open Molecules 2025 dataset. Energies are from ωB97M-V/def2-TZVPD.

Values from the calculation:
charge	+3
E_HOMO	-30.41	eV
strongest force on any atom	0.0636	Eh/bohr
energy above the lowest of the compared OMol25 structures with the same formula, charge and spin	40.0	kcal/mol
molecular weight	45.00	g/mol

Cartesian coordinates (Å):
O -0.331 0.177 0.268
H -0.006 0.610 1.058
H -1.283 0.177 0.369
Al 1.619 -0.963 -1.695

The net atomic charges from Löwdin, expressed in e, are: 0.397, 0.180, 0.188, 2.236

[4]
Here is an isolated molecule of C5H10O at a distorted geometry from the Open Molecules 2025 dataset. Energies are from ωB97M-V/def2-TZVPD.

Values from the calculation:
SMILES	C[C@@H]1C[C@H](C)O1
E_HOMO	-9.44	eV
strongest force on any atom	0.0255	Eh/bohr
energy above the lowest of the compared OMol25 structures with the same formula, charge and spin	23.4	kcal/mol
molecular weight	86.13	g/mol

Cartesian coordinates (Å):
H 0.274 -0.431 2.182
C 0.343 -0.023 1.154
H 0.344 -2.067 0.192
H -0.344 2.135 -0.597
H 2.581 -1.316 -0.409
C -0.948 0.374 0.461
C 1.752 -0.842 -0.911
H -1.809 -0.063 1.001
H 1.966 0.233 -1.098
H 1.634 -1.386 -1.838
O -0.649 -0.496 -0.651
H -2.119 1.864 -0.557
C 0.513 -1.012 -0.028
C -1.188 1.800 0.036
H 1.123 0.762 1.160
H -1.289 2.455 0.912

Atomic partial charges in e from the Löwdin method, atoms 1 to 5: 0.114, -0.074, 0.137, 0.088, 0.070

[5]
Here is an isolated molecule of C4H4ClNOS at a distorted geometry from the Open Molecules 2025 dataset. Energies are from ωB97M-V/def2-TZVPD.

Values from the calculation:
E_HOMO (alpha / beta)	-8.25 / -9.18	eV
strongest force on any atom	0.0651	Eh/bohr
energy above the lowest of the compared OMol25 structures with the same formula, charge and spin	143.3	kcal/mol
molecular weight	149.60	g/mol

Cartesian coordinates (Å):
C -1.129 -0.981 -0.851
H -2.022 -1.550 -0.489
O 0.311 -0.261 -2.642
Cl -1.077 -0.156 2.574
S -1.661 -1.921 -3.305
H 1.047 -0.115 1.667
H 0.075 1.495 1.261
N 1.160 0.077 -1.662
C -0.522 -0.355 0.112
C -0.732 -1.028 -2.279
C 0.086 0.285 1.226
H 1.317 1.013 -2.007

Atomic partial charges in e from the Löwdin method, atoms 1 to 5: -0.152, 0.130, -0.158, 0.511, 0.726

[6]
Here is a 2-piece molecular cluster, C3H4F2O overall at a distorted geometry from the Open Molecules 2025 dataset. Energies are from ωB97M-V/def2-TZVPD.

Values from the calculation:
E_HOMO	-9.53	eV
strongest force on any atom	0.1218	Eh/bohr
energy above the lowest of the compared OMol25 structures with the same formula, charge and spin	119.2	kcal/mol
molecular weight	94.06	g/mol

Cartesian coordinates (Å):
H -1.486 0.700 1.979
F 0.770 -0.152 -2.020
C 0.166 0.160 -0.791
H -1.168 -0.922 0.811
C 0.814 0.133 0.387
H -0.977 -1.279 3.133
F -1.157 0.135 -1.118
C -0.770 -0.319 1.915
O 0.489 0.258 1.639
H 1.945 -0.251 0.139

Atomic partial charges in e from the Löwdin method, atoms 1 to 5: 0.124, 0.032, -0.272, 0.143, -0.192

Q: The lowest strongest force on any atom belongs to which entry?
A: C5H10O

Please write out number 2 again, unchanged.
Here is a 2-piece molecular cluster, C4H12NO2 overall at a distorted geometry from the Open Molecules 2025 dataset. Energies are from ωB97M-V/def2-TZVPD.

Values from the calculation:
charge	+1
E_HOMO	-13.84	eV
strongest force on any atom	0.0617	Eh/bohr
energy above the lowest of the compared OMol25 structures with the same formula, charge and spin	56.0	kcal/mol
molecular weight	106.14	g/mol

Cartesian coordinates (Å):
H 0.844 2.040 -0.178
N 0.941 -0.689 1.020
C -0.183 1.849 -0.624
O 0.101 -3.076 -0.209
H -1.612 0.044 -0.307
H 0.316 -3.992 -0.365
H -0.987 -0.312 1.904
H 0.495 1.896 -2.740
O -0.059 0.011 -2.188
H 1.847 -0.112 0.752
H 0.466 0.826 2.094
H -1.962 1.495 0.634
H 1.199 -1.076 1.967
C 0.107 1.196 -2.032
C -0.185 0.228 1.390
H -0.343 -2.550 -0.967
C -1.044 0.857 0.207
H -0.759 2.776 -0.664
H 0.817 -1.410 0.305

Atomic partial charges in e from the Löwdin method, atoms 1 to 5: 0.130, 0.144, -0.140, -0.076, 0.119

Repeat the sixth record exactly.
Here is a 2-piece molecular cluster, C3H4F2O overall at a distorted geometry from the Open Molecules 2025 dataset. Energies are from ωB97M-V/def2-TZVPD.

Values from the calculation:
E_HOMO	-9.53	eV
strongest force on any atom	0.1218	Eh/bohr
energy above the lowest of the compared OMol25 structures with the same formula, charge and spin	119.2	kcal/mol
molecular weight	94.06	g/mol

Cartesian coordinates (Å):
H -1.486 0.700 1.979
F 0.770 -0.152 -2.020
C 0.166 0.160 -0.791
H -1.168 -0.922 0.811
C 0.814 0.133 0.387
H -0.977 -1.279 3.133
F -1.157 0.135 -1.118
C -0.770 -0.319 1.915
O 0.489 0.258 1.639
H 1.945 -0.251 0.139

Atomic partial charges in e from the Löwdin method, atoms 1 to 5: 0.124, 0.032, -0.272, 0.143, -0.192